Molecular formula: C21H60O9
Method: DFT, ωB97M-V with the def2-TZVPD basis set

## Properties
Kohn-Sham gap in eV: 10.40
LUMO level in eV: 0.46
Highest occupied orbital energy in eV: -9.94
E_tot in eV: -41176.5587
Structure (SMILES): CC(C)O.CC(C)O.CC(C)O.CC(C)O.CC(C)O.CC(C)O.CC(C)O.O.O

Atoms and positions in Å:
H: 3.368 3.716 -0.765
C: -1.782 -2.482 -2.556
H: 0.863 -0.727 0.552
C: 1.828 1.511 -3.928
H: -4.079 1.713 1.969
H: 0.218 2.466 1.899
H: 0.727 3.276 3.198
C: -0.582 -1.283 3.442
C: -4.594 0.882 3.962
O: 0.793 3.163 2.229
H: 1.816 -2.469 2.592
C: -3.627 1.677 4.794
C: -0.761 3.004 -0.869
H: 2.581 2.746 1.386
C: 4.411 4.537 0.894
H: -2.666 1.149 4.891
H: 5.722 3.314 -1.203
O: 1.580 0.417 -5.911
H: 2.424 -3.486 -1.760
C: -4.207 0.696 2.515
C: -2.621 -3.298 -1.518
H: 1.434 2.183 -3.160
H: -5.023 0.145 2.078
H: -0.786 3.077 -2.013
H: 0.259 -3.934 0.292
O: 0.193 -1.060 1.163
H: 2.993 -5.271 0.206
H: 1.977 -2.289 -0.396
C: 1.681 -3.119 -1.059
O: -0.905 1.268 0.894
H: -3.407 2.645 4.508
C: 2.069 -4.879 0.608
H: 0.139 3.328 -0.412
H: 0.993 -2.570 -1.667
H: 1.517 -5.725 1.035
H: -3.058 1.214 -0.534
H: 2.046 0.528 -1.463
H: -2.066 -4.225 -1.252
H: -3.472 -3.277 0.448
H: -0.889 1.491 -3.804
H: -4.913 -0.075 4.515
H: 2.138 0.489 -3.534
H: -0.917 -2.224 3.116
H: 5.915 2.294 0.303
H: -2.385 -1.736 -3.074
H: -1.995 -2.310 0.254
H: -1.603 3.576 -0.505
O: 3.214 2.344 0.794
H: -3.244 0.209 2.296
C: -0.901 1.482 -0.550
H: -1.078 0.274 -5.171
H: 2.693 -0.861 2.296
H: -2.106 -0.213 -1.099
O: 2.132 0.291 -0.572
H: 2.739 1.921 -4.274
H: -0.964 -1.996 -2.006
C: -0.396 0.692 -4.433
C: 0.548 -0.775 2.536
H: 2.320 -4.126 1.355
H: 2.164 -1.210 3.895
H: 2.507 1.100 -0.093
H: -0.310 -1.380 4.487
C: -2.163 0.897 -1.163
H: 0.656 2.225 -5.562
C: 3.989 3.376 0.066
H: 5.109 5.200 0.351
H: -3.595 -1.649 -0.464
H: -0.042 0.950 -0.966
H: 1.016 -5.543 -1.843
H: -0.674 0.303 0.948
C: 1.048 -4.268 -0.331
H: -0.104 -0.102 -3.783
H: -3.941 -4.671 -1.969
H: -1.352 -3.053 -3.378
C: 1.898 -1.388 2.827
H: 0.653 0.333 2.634
H: -5.682 2.485 3.659
H: 5.083 4.144 1.682
H: -3.950 1.615 5.861
O: 0.397 -5.314 -1.178
H: -1.469 -0.641 3.345
O: -3.801 -3.759 -2.210
C: 5.179 2.643 -0.476
H: 4.806 1.778 -1.067
H: 0.977 -0.050 -6.526
H: 3.616 5.124 1.267
C: 0.864 1.293 -5.018
O: -5.900 1.587 3.919
H: -2.304 1.208 -2.177
C: -2.980 -2.540 -0.269


Molecular formula: C21H61Na2O10S9
Method: DFT, ωB97M-V with the def2-TZVPD basis set

## Properties
Kohn-Sham gap in eV: 4.40
LUMO level in eV: -4.22
Total charge: +1
Highest occupied orbital energy in eV: -8.62
E_tot in eV: -149518.3438

Atoms and positions in Å:
C: 0.080 -0.746 0.356
S: 1.331 1.066 3.831
H: -3.588 -1.440 0.923
S: 0.646 0.532 -4.135
C: -2.271 1.292 -1.616
C: 2.123 -0.553 -4.009
H: -0.856 -1.277 -4.104
C: -1.595 2.931 3.328
H: -3.509 0.109 2.697
H: -1.004 0.595 1.570
O: 0.521 -1.667 1.337
O: 3.411 -2.560 0.495
C: -0.295 0.588 0.743
H: 0.532 0.243 1.751
H: -2.681 -0.854 -0.540
H: 3.439 2.385 -2.914
H: 0.832 -0.678 -0.430
H: 2.425 3.057 -1.646
H: 0.386 0.480 -1.767
H: 2.088 -0.439 2.087
O: -4.278 1.348 -1.177
C: 1.524 0.493 2.126
H: -1.360 -0.893 -1.206
S: 3.291 -3.185 -0.874
H: 0.726 1.279 -1.068
H: 3.164 1.246 5.430
C: 0.614 2.951 1.620
S: -1.149 2.450 1.541
H: 3.320 -0.178 4.446
H: -4.314 -1.556 -0.760
O: -1.932 3.522 0.698
O: 1.096 2.537 3.922
H: 0.029 -1.166 -2.524
H: 1.984 -0.132 0.767
C: 3.109 0.890 4.401
H: 1.966 -1.632 -4.044
C: -0.733 -0.943 3.272
H: -1.579 -3.344 -1.371
C: -1.397 -2.224 -4.105
C: -0.106 -0.085 -2.559
H: 2.005 1.256 1.514
C: -0.988 -1.500 -0.380
H: 2.830 1.415 0.722
H: -1.834 -1.761 0.255
H: 2.805 -0.459 -4.854
H: -2.409 0.831 1.730
S: -0.204 -3.501 -3.445
C: -3.655 -1.018 -0.079
H: 2.168 -2.112 -2.690
H: 2.651 -0.196 -3.125
H: -0.579 -2.436 -0.761
C: 0.379 2.281 -1.321
C: 3.157 2.280 -1.866
H: 0.506 1.290 0.975
H: -3.135 1.242 -2.279
H: 0.838 3.875 2.152
O: 3.648 -0.455 -1.727
H: 1.480 -5.002 -0.640
H: 0.901 -3.362 -0.263
H: 3.799 -1.281 -2.295
O: 0.998 -2.748 -2.831
H: -0.757 2.914 4.025
C: 1.569 -3.946 -0.897
H: -0.447 -4.642 -1.308
H: -2.414 2.031 -0.827
S: -1.321 0.739 3.832
H: -1.019 -1.163 2.244
H: -1.894 -4.873 -2.355
C: 2.877 -1.747 -1.946
C: -2.733 1.478 0.915
H: -2.883 2.480 1.316
C: -3.156 0.403 3.685
H: -1.701 -2.343 -5.146
H: 1.055 2.954 0.623
H: -1.139 -1.767 3.860
Na: -0.295 -2.698 2.276
C: 2.055 0.819 0.239
O: -0.226 -0.111 -5.160
Na: 1.846 -2.403 1.357
H: 2.381 -1.146 -1.184
H: -1.879 3.980 3.248
H: -1.155 0.191 -2.448
H: -1.858 1.469 0.266
S: -4.206 0.671 0.201
H: -2.449 2.412 3.763
H: 4.045 2.426 -1.251
H: 3.778 1.504 3.797
S: 2.540 0.580 -1.560
H: 1.172 2.827 -1.833
H: -1.951 0.300 -1.297
C: -1.168 -4.158 -1.968
H: -0.004 2.851 -0.475
H: 0.981 2.094 2.185
O: -1.453 3.564 -2.832
H: -0.870 1.002 -0.086
H: 1.116 -4.034 -1.885
O: -0.962 0.892 5.319
H: 1.216 1.492 0.418
H: -3.513 -0.333 4.406
H: 0.345 -1.098 3.299
H: -2.290 -2.192 -3.481
S: -0.972 2.155 -2.621
H: -3.609 1.344 3.998